Record 1
Molecular formula: C8H10N2
Method: DFT, ωB97M-V with the def2-TZVPD basis set

Calculated values
multiplicity = 1
E_HOMO = -8.402 eV
SMILES string = CCC1=CN=C[C@H]2CC2=N1
HOMO-LUMO gap = 0.34405 hartree
relative energy (zero: lowest compared OMol25 entry of this formula, charge and spin) = 92.4 kcal/mol

Each line ends with the Löwdin charge.
Element x y z (Å)
N: 1.49 -1.85 -0.58  0.064
N: 0.57 0.91 -0.63  0.145
C: -0.37 -0.12 -0.44  -0.221
C: 2.45 -1.19 -0.14  -0.206
C: 2.39 -0.08 0.84  -0.121
C: -1.86 0.39 -0.62  -0.233
C: 0.09 -1.46 -0.51  -0.034
C: 3.10 1.08 0.09  -0.016
C: 1.70 0.79 -0.20  -0.282
C: -2.65 0.41 0.63  -0.153
H: -2.60 -0.73 1.13  0.133
H: 3.70 0.83 -0.78  0.108
H: 3.41 -1.33 -0.60  0.114
H: 3.15 2.07 0.49  0.104
H: -2.37 1.06 1.45  0.062
H: -0.60 -2.36 -0.66  0.123
H: 2.29 -0.23 1.90  0.137
H: -3.68 0.55 0.36  0.053
H: -1.67 1.41 -1.02  0.107
H: -2.51 -0.21 -1.31  0.116

Record 2
Molecular formula: C2H8ClN2PS
Method: DFT, ωB97M-V with the def2-TZVPD basis set

Calculated values
multiplicity = 1
E_HOMO = -9.375 eV
HOMO-LUMO gap = 0.33857 hartree
relative energy (zero: lowest compared OMol25 entry of this formula, charge and spin) = 44.3 kcal/mol

Each line ends with the Löwdin charge.
Element x y z (Å)
Cl: -1.55 2.40 -0.48  -0.261
S: 1.77 1.10 -2.12  0.274
P: 0.26 0.48 -1.10  0.151
N: 0.34 -0.13 0.35  -0.422
N: -0.82 -0.32 -2.02  -0.130
C: 1.40 0.25 1.35  -0.063
C: -0.74 -0.95 0.93  -0.088
H: -1.08 -0.85 1.99  0.108
H: 1.94 -0.66 1.68  0.104
H: -1.48 -0.58 0.16  0.047
H: -1.77 -0.31 -1.76  0.026
H: 0.89 0.69 2.24  0.102
H: -0.65 -0.10 -2.99  0.049
H: 1.99 0.98 0.97  0.019
H: -0.51 -2.00 0.82  0.084

Record 3
Molecular formula: C5H14O3
Method: DFT, ωB97M-V with the def2-TZVPD basis set

Calculated values
multiplicity = 2
E_HOMO (spin up / spin down) = -14.863 / -14.856 eV
total charge = +1
⟨S²⟩ = 0.77
HOMO-LUMO gap (spin up / spin down) = 0.36807 / 0.23637 hartree
relative energy (zero: lowest compared OMol25 entry of this formula, charge and spin) = 15.0 kcal/mol

Each line ends with the Löwdin charge.
Element x y z (Å)
O: -0.34 0.43 -3.22  -0.066
O: -0.01 -3.44 -1.29  -0.065
O: 0.16 3.37 2.12  -0.050
C: 1.91 -0.07 0.23  0.171
C: -1.59 0.23 0.00  -0.002
C: 0.78 0.66 0.40  -0.084
C: -0.55 -0.36 2.25  0.250
C: -0.48 0.14 0.98  -0.229
H: -0.82 -0.38 -3.02  0.022
H: -1.39 -0.26 -0.94  0.081
H: 2.67 0.16 -0.50  0.097
H: 0.47 -3.83 -0.55  0.034
H: -1.93 1.26 -0.07  0.130
H: -0.04 0.24 -4.13  0.059
H: -1.42 -0.92 2.59  0.114
H: 2.12 -0.99 0.77  0.095
H: 0.30 -0.34 2.93  0.113
H: 0.82 3.88 1.64  0.046
H: 0.61 1.29 -0.47  0.127
H: 0.58 -3.29 -2.04  0.041
H: 0.63 2.53 1.93  0.003
H: -2.47 -0.32 0.39  0.112